Here is a structure of composition C20H32BF16N2O22S5Zr at a distorted geometry from the Open Molecules 2025 dataset. Energies are from wB97M-V/def2-TZVPD.

CARTESIAN COORDINATES (ANGSTROEM)
Zr: -3.57 -5.20 -0.84
N: -7.19 -3.79 -2.73
S: -7.63 -3.27 -4.14
O: -8.12 -1.93 -4.38
O: -8.07 -4.34 -5.03
F: -6.14 -3.24 -4.69
S: -8.92 -3.64 -2.17
O: -9.07 -4.67 -1.10
O: -10.02 -3.14 -2.91
F: -8.65 -2.36 -1.15
N: -1.22 -1.64 -0.79
S: 0.26 -1.15 -0.61
O: 0.61 -0.57 0.67
O: 1.05 -0.91 -1.82
F: 0.55 -2.70 -0.48
S: -1.65 0.01 -0.94
O: -1.57 0.53 -2.30
O: -1.55 0.92 0.22
F: -3.21 -0.30 -0.87
B: -1.83 -6.74 -3.73
H: -1.28 -7.17 -4.55
H: -1.67 -5.67 -3.76
H: -2.91 -6.75 -3.78
H: -1.43 -6.92 -2.74
O: -7.89 -4.11 5.60
C: -7.13 -2.91 5.77
C: -5.83 -2.82 4.72
O: -5.83 -3.66 3.59
H: -6.79 -2.69 6.78
H: -7.75 -2.05 5.51
H: -5.03 -3.28 5.31
H: -5.45 -1.87 4.33
C: 1.97 6.00 -6.71
C: 1.81 5.63 -5.20
O: 2.96 6.03 -4.52
C: 3.25 5.65 -3.24
O: 2.64 4.83 -2.58
C: 4.60 6.30 -2.71
F: 5.01 7.29 -3.54
F: 4.40 6.89 -1.52
F: 5.52 5.37 -2.75
H: 1.23 5.54 -7.36
H: 2.96 5.63 -6.96
H: 2.08 7.08 -6.75
H: 1.73 4.55 -5.12
H: 0.88 6.07 -4.83
C: 5.00 0.11 7.79
C: 3.61 -0.61 7.57
O: 2.41 0.07 8.06
C: 2.05 1.31 7.49
O: 2.76 2.04 6.80
C: 0.68 1.88 8.01
F: -0.09 0.78 8.25
F: 0.87 2.53 9.16
F: 0.11 2.74 7.18
H: 5.01 1.02 7.19
H: 5.81 -0.43 7.29
H: 5.12 0.32 8.85
H: 3.62 -1.56 8.11
H: 3.58 -1.02 6.56
C: -3.19 8.78 0.87
C: -1.87 8.42 1.49
O: -0.99 9.45 1.68
C: -0.48 10.07 0.64
O: -0.70 9.77 -0.54
C: 0.32 11.39 0.88
F: 1.53 11.19 0.32
F: -0.30 12.47 0.30
F: 0.61 11.61 2.17
H: -3.52 9.78 1.19
H: -4.10 8.26 1.18
H: -3.14 8.80 -0.22
H: -1.40 7.56 1.01
H: -2.18 7.95 2.42
C: 0.31 -11.82 3.19
C: 0.88 -10.58 2.48
O: 0.97 -9.62 3.57
C: 0.20 -8.58 3.48
O: -0.63 -8.32 2.62
C: 0.40 -7.65 4.76
F: 0.44 -6.38 4.28
F: -0.66 -7.89 5.48
F: 1.47 -7.90 5.53
H: -0.53 -11.53 3.82
H: 0.93 -12.30 3.94
H: 0.07 -12.64 2.51
H: 0.41 -10.33 1.53
H: 1.83 -10.99 2.13
C: 6.74 0.10 -7.59
C: 7.72 1.15 -7.87
O: 7.30 1.71 -9.11
S: 6.44 0.66 -10.08
O: 7.34 -0.11 -10.99
O: 5.29 1.40 -10.64
O: 6.18 -0.34 -8.80
H: 5.98 0.61 -7.00
H: 7.23 -0.68 -7.00
H: 8.66 0.62 -8.07
H: 7.75 1.86 -7.05

Highest occupied orbital energy in eV: -7.349
Relative energy (zero: lowest compared OMol25 entry of this formula, charge and spin) in kcal/mol: 422.7
Energy in Eh: -6205.89195
Orbital gap in Ha: 0.157
Total charge: -1

Here is a structure of composition C56H48Cl5N4O3RuTe at a distorted geometry from the Open Molecules 2025 dataset. Energies are from wB97M-V/def2-TZVPD.

CARTESIAN COORDINATES (ANGSTROEM)
Ru: 0.66 -0.49 -0.35
Cl: 0.76 -2.58 2.02
C: 1.33 -1.65 3.35
C: 1.05 -0.26 3.33
C: 1.55 0.48 4.41
Cl: 1.09 2.12 4.66
C: 2.35 -0.11 5.39
Cl: 2.99 0.85 6.67
C: 2.62 -1.47 5.37
Cl: 3.58 -2.19 6.60
C: 2.08 -2.25 4.35
Cl: 2.36 -3.94 4.32
C: -1.89 1.99 -0.65
N: -0.93 1.09 -1.26
C: -1.15 0.76 -2.48
C: -0.27 -0.08 -3.19
C: -0.38 -0.59 -4.50
C: 0.77 -1.34 -4.71
C: 1.53 -1.23 -3.53
N: 0.91 -0.47 -2.63
C: -3.27 1.41 -0.33
C: -4.16 2.23 0.35
C: -5.42 1.76 0.70
C: -5.80 0.47 0.36
C: -4.92 -0.34 -0.34
C: -3.66 0.13 -0.69
H: -2.05 2.85 -1.30
H: -1.46 2.36 0.28
H: -2.03 1.14 -3.01
H: -1.21 -0.44 -5.17
H: 1.07 -1.88 -5.60
H: 2.51 -1.65 -3.33
H: -3.87 3.23 0.62
H: -6.10 2.40 1.24
H: -6.78 0.09 0.65
H: -5.20 -1.35 -0.62
H: -2.97 -0.52 -1.21
C: -5.00 -4.28 0.58
C: -3.52 -4.45 0.38
C: -2.68 -4.61 1.49
C: -1.31 -4.81 1.35
C: -0.76 -4.89 0.10
C: -1.58 -4.72 -1.03
N: -1.08 -4.88 -2.30
C: 0.23 -4.99 -2.71
C: 0.53 -5.90 -3.73
C: 1.83 -6.09 -4.15
C: 2.86 -5.37 -3.54
C: 2.56 -4.43 -2.57
C: 1.26 -4.20 -2.16
C: 0.97 -3.00 -1.30
O: -0.20 -2.58 -1.22
O: 1.94 -2.44 -0.74
C: -2.96 -4.46 -0.89
C: -3.79 -4.18 -2.12
H: -5.26 -4.46 1.62
H: -5.56 -4.99 -0.04
H: -5.33 -3.28 0.32
H: -3.11 -4.58 2.48
H: -0.69 -4.93 2.22
H: 0.29 -5.11 -0.02
H: -1.77 -5.19 -2.98
H: -0.28 -6.46 -4.19
H: 2.04 -6.80 -4.93
H: 3.88 -5.52 -3.86
H: 3.34 -3.82 -2.13
H: -3.24 -3.55 -2.81
H: -4.71 -3.67 -1.86
H: -4.06 -5.11 -2.63
C: 4.15 8.39 -0.03
C: 3.53 7.03 0.14
C: 4.28 5.95 0.59
C: 3.72 4.69 0.76
C: 4.58 3.57 1.27
C: 2.36 4.49 0.46
Te: 1.44 2.59 0.98
N: 0.37 0.23 2.22
C: -0.94 -0.02 2.02
O: -1.34 -0.48 0.95
C: -1.95 0.40 3.05
C: -1.99 1.75 3.40
C: -3.00 2.22 4.22
C: -3.96 1.35 4.72
C: -3.91 0.01 4.38
C: -2.92 -0.47 3.53
C: 2.50 1.37 -0.40
C: 3.18 0.25 0.10
C: 4.08 -0.44 -0.71
C: 4.29 -0.02 -2.01
C: 3.60 1.07 -2.52
C: 2.70 1.78 -1.74
C: 1.98 2.96 -2.33
C: 1.59 5.57 0.01
C: 0.13 5.47 -0.35
C: 2.19 6.82 -0.14
H: 5.14 8.43 0.42
H: 3.53 9.16 0.42
H: 4.25 8.63 -1.10
H: 5.33 6.09 0.82
H: 5.60 3.92 1.46
H: 4.63 2.75 0.56
H: 4.18 3.17 2.20
H: -1.24 2.42 3.02
H: -3.04 3.28 4.47
H: -4.76 1.72 5.35
H: -4.66 -0.67 4.77
H: -2.90 -1.51 3.23
H: 3.11 -0.01 1.15
H: 4.62 -1.29 -0.31
H: 5.00 -0.54 -2.64
H: 3.76 1.38 -3.54
H: 1.95 2.88 -3.42
H: 2.49 3.88 -2.06
H: 0.96 3.01 -1.95
H: -0.29 4.52 -0.04
H: 0.00 5.57 -1.43
H: -0.44 6.27 0.12
H: 1.59 7.65 -0.49

⟨S²⟩: 0.950
Highest occupied orbital energy (alpha / beta) in eV: -7.263 / -7.261
Multiplicity: 2
Energy in Eh: -5271.31521
Orbital gap (alpha / beta) in Ha: 0.190 / 0.213
Total charge: 0

Here is a structure of composition BeH10O5 at a distorted geometry from the Open Molecules 2025 dataset. Energies are from wB97M-V/def2-TZVPD.

CARTESIAN COORDINATES (ANGSTROEM)
Be: 0.58 0.15 0.05
O: 2.23 0.51 0.17
H: 2.77 0.93 0.84
H: 2.85 0.15 -0.49
O: -0.05 -0.10 1.57
H: -0.91 -0.41 1.87
H: 0.50 -0.18 2.38
O: 0.46 -1.29 -0.82
H: 0.40 -1.25 -1.77
H: 0.35 -2.21 -0.64
O: -2.31 -0.38 0.14
H: -2.92 0.16 0.57
H: -2.73 -0.70 -0.64
O: -0.13 1.38 -0.81
H: -1.01 1.73 -0.64
H: -0.08 1.51 -1.77

Highest occupied orbital energy in eV: -20.013
Relative energy (zero: lowest compared OMol25 entry of this formula, charge and spin) in kcal/mol: 0.7
Energy in Eh: -396.46529
Orbital gap in Ha: 0.453
Total charge: +2

Here is a structure of composition C27H26INO3W from the Open Molecules 2025 dataset. Energies are from wB97M-V/def2-TZVPD.

CARTESIAN COORDINATES (ANGSTROEM)
W: -0.24 -0.59 -0.62
C: -4.26 -1.34 1.33
C: -3.04 -0.48 1.19
C: -3.11 0.79 0.64
C: -1.98 1.61 0.56
C: -0.77 1.22 1.11
C: -0.66 -0.07 1.67
C: -1.77 -0.93 1.62
H: -4.66 -1.62 0.36
H: -5.04 -0.78 1.86
H: -4.06 -2.25 1.89
H: -4.06 1.16 0.27
H: -2.06 2.59 0.10
H: 0.07 1.91 1.15
H: 0.24 -0.35 2.20
H: -1.68 -1.92 2.06
O: -1.62 1.59 -3.67
C: -1.49 0.73 -2.87
O: -0.43 0.70 -1.98
C: -2.41 -0.43 -2.69
C: -3.52 -0.59 -3.52
C: -4.31 -1.69 -3.33
C: -3.97 -2.63 -2.34
C: -4.75 -3.79 -2.11
C: -4.39 -4.69 -1.15
C: -3.23 -4.48 -0.38
C: -2.46 -3.36 -0.57
C: -2.82 -2.41 -1.54
N: -2.07 -1.27 -1.72
H: -3.71 0.16 -4.28
H: -5.18 -1.85 -3.94
H: -5.63 -3.95 -2.72
H: -4.99 -5.58 -0.99
H: -2.94 -5.21 0.36
H: -1.56 -3.21 0.02
C: 5.63 -5.98 0.70
C: 4.56 -5.12 0.12
C: 3.39 -4.86 0.86
C: 2.38 -4.09 0.34
C: 1.15 -3.85 1.16
C: 2.53 -3.56 -0.99
C: 1.60 -2.75 -1.60
O: 0.45 -2.33 -1.13
C: 3.72 -3.84 -1.75
C: 3.95 -3.30 -3.13
C: 4.70 -4.60 -1.17
H: 5.53 -6.09 1.78
H: 6.62 -5.58 0.46
H: 5.57 -6.98 0.25
H: 3.30 -5.27 1.85
H: 1.21 -4.39 2.11
H: 0.26 -4.16 0.63
H: 1.07 -2.78 1.39
H: 1.80 -2.42 -2.62
H: 3.19 -3.66 -3.83
H: 4.91 -3.63 -3.51
H: 3.93 -2.21 -3.15
H: 5.61 -4.81 -1.72
I: 2.30 0.13 -0.12

⟨S²⟩: 2.017
Highest occupied orbital energy (alpha / beta) in eV: -14.198 / -14.875
Multiplicity: 3
Relative energy (zero: lowest compared OMol25 entry of this formula, charge and spin) in kcal/mol: 9.5
Energy in Eh: -1689.25541
Orbital gap (alpha / beta) in Ha: 0.243 / 0.268
Total charge: +2

- Which value of total charge does entry 1 give?
  -1